Molecular formula: C79H187N3O4P4
Method: DFT, ωB97M-V/def2-TZVPD

Structure (XYZ):
```
277
Properties=species:S:1:pos:R:3:forces:R:3:mulliken_spin:R:1
P 7.323888 -1.197579 -5.047657 0.729 1.527 -1.668 0.000
P -0.847712 0.850071 -4.509297 -1.644 1.421 -2.130 -0.008
P -6.180392 -3.763279 4.140153 -0.902 -1.121 -1.044 0.000
P 1.266528 5.118891 2.360833 0.782 2.197 1.933 -0.008
O -2.469652 -3.994809 0.054893 0.561 0.564 -0.558 0.003
O 2.223738 -3.211319 3.034193 -0.724 -2.554 -0.098 0.000
O -3.825102 1.844501 3.557813 -0.484 0.280 -0.511 0.000
O 0.074888 2.359721 0.562003 0.436 -0.376 -0.019 0.809
N 1.162588 -5.544679 4.632273 0.058 -0.032 -0.589 0.000
N -3.571252 -7.087349 -1.627667 0.842 -0.655 0.414 0.000
N -5.518652 0.930381 5.456813 -0.303 0.491 -0.452 0.000
C -1.545402 7.289671 0.189993 -0.512 1.597 -1.462 0.000
C -0.524552 2.647501 -4.476517 0.362 -0.292 1.923 0.003
C -1.307372 0.464231 -6.242967 1.091 -0.441 0.655 0.000
C 2.573408 5.172411 1.075303 0.359 -0.910 1.392 0.010
C 7.970118 0.654581 -7.121047 -0.058 -2.129 1.640 0.000
C -6.373452 -3.018199 -0.035057 1.018 -0.297 -0.684 0.000
C 0.657148 1.114451 0.370703 1.618 0.563 0.847 -0.032
C 0.336968 0.151781 1.518743 -0.583 0.371 -0.407 -0.012
C -0.294032 5.620791 1.547873 0.683 -0.318 0.241 0.005
C -2.820352 2.260621 2.679073 0.832 -1.200 -1.480 -0.004
C 6.509478 -1.221709 -3.436297 -0.408 0.798 -0.236 0.000
C 0.453828 -0.274359 -3.951787 0.702 3.046 0.585 0.009
C -8.665792 -6.066309 2.790223 0.869 -1.173 0.426 0.000
C -6.615232 -3.135889 2.506813 -0.195 0.439 -0.687 0.000
C 0.377298 4.450201 -2.851897 -1.365 0.290 1.110 0.004
C -0.493452 5.614201 -3.488427 1.102 -1.214 0.157 -0.001
C 6.548538 0.178211 -2.704687 -1.371 -0.819 0.243 0.000
C 1.648328 6.466651 3.563773 0.521 0.180 0.286 0.000
C 8.020228 1.954001 -7.772297 -0.748 1.887 -1.650 0.000
C 2.925808 6.356071 4.418373 0.307 -0.703 -0.062 0.000
C -7.092812 -2.872969 5.413363 0.006 0.084 0.064 0.000
C -2.433492 -1.670689 4.567633 -1.603 0.661 0.960 0.000
C -3.446932 1.646641 -3.484177 -0.159 -0.392 0.661 0.000
C -5.616832 3.136441 6.641183 1.189 -0.939 -1.049 0.000
C -9.872262 -6.971149 2.658523 -1.358 0.475 -0.595 0.000
C 1.315598 3.610361 3.413173 -0.980 -0.729 0.689 0.000
C -4.428492 -3.417779 4.256193 1.196 -0.009 0.524 0.000
C -3.947562 2.656731 4.673163 -0.209 -0.114 1.721 0.000
C -5.338892 2.401261 5.271523 0.253 2.889 0.859 0.000
C 0.054008 2.053031 6.877493 0.165 0.402 0.861 0.000
C -2.411512 -5.042379 -0.887097 -0.344 -0.533 0.978 0.000
C 6.523158 -2.289439 -6.313637 -0.558 0.680 1.003 0.000
C -3.544922 -6.592679 0.916863 0.412 0.567 -0.886 0.000
C 4.543598 -2.679329 -7.791107 -0.334 0.563 1.157 0.000
C 2.197548 1.149351 0.054633 -0.897 -0.638 -0.666 0.046
C 5.549038 0.127091 -1.545697 1.094 -1.043 1.242 0.001
C 2.608768 -4.645779 2.810613 0.476 1.441 -1.336 0.000
C -6.091042 -4.749309 8.701413 -0.345 1.271 -0.084 0.000
C 3.129468 8.885731 5.085933 -0.688 -0.136 -0.547 0.000
C 9.666468 -1.372589 -3.559487 0.613 1.026 0.436 0.000
C 0.245088 -5.683379 2.333013 0.427 -0.330 -0.496 0.000
C 1.576868 -5.704479 3.126603 -1.760 0.858 1.399 0.000
C -4.469602 1.287761 -2.345697 -0.379 -0.132 -1.720 0.001
C 7.409508 0.608491 -5.651827 0.069 -1.349 -0.463 0.000
C -6.631552 -3.083879 6.852653 0.433 0.086 0.382 0.000
C -2.030852 1.252171 -8.615787 -1.143 -0.048 0.526 0.000
C -2.323172 0.597931 -3.486117 0.592 0.272 0.860 0.007
C -1.590332 -2.891809 -0.294357 -0.331 -0.387 0.721 0.000
C 0.519018 3.498261 4.809993 0.556 0.360 -0.654 0.005
C -0.156712 2.994401 -2.970407 0.727 0.572 -1.759 0.006
C 0.660498 2.105191 5.463453 -0.836 0.235 0.032 -0.001
C -0.363212 7.066351 1.040583 1.895 0.451 0.937 0.000
C 3.310228 -2.337629 2.810193 1.094 0.619 1.041 0.000
C 11.215038 -1.286059 -3.629657 0.015 1.345 -0.666 0.000
C 9.018258 -1.745609 -4.897467 0.196 -0.806 0.907 0.000
C 5.712008 6.102501 0.517853 0.730 -2.023 0.925 0.000
C 5.069038 4.718521 0.515033 -1.740 -0.364 -1.052 0.001
C -4.049022 1.338891 -0.894847 -0.314 0.476 0.504 -0.003
C 6.682728 2.718591 -7.832057 0.411 -0.955 0.299 0.000
C 5.838268 -0.965719 -0.471237 0.205 0.404 0.126 0.000
C -1.905062 1.595831 -7.094957 0.720 0.043 -0.951 0.000
C 11.731328 -0.252159 -4.703567 -0.296 -1.650 0.123 0.000
C -1.457992 -2.332909 3.663883 -0.204 -0.186 -0.436 0.000
C -3.981642 -1.938879 4.259053 1.065 0.313 0.478 0.000
C -6.057072 -3.835229 1.224633 -0.268 0.648 0.940 0.000
C -3.527192 -6.033539 -0.546167 -1.406 0.287 0.462 0.000
C -6.500212 -5.570589 4.086523 -0.078 -0.528 1.350 0.000
C 1.102678 -2.689779 -3.506737 -1.402 1.236 -0.064 -0.001
C -1.421392 8.637631 -0.615357 -0.283 0.134 1.148 0.000
C -7.056642 -4.353579 7.574833 -0.001 -0.796 -0.595 0.000
C -8.009122 -6.080119 4.161193 0.814 0.361 0.129 0.000
C 3.037788 -2.449439 -7.810337 -1.188 -0.557 -1.102 0.000
C 3.067178 7.384521 5.504923 0.521 2.330 0.423 0.000
C 5.046018 -2.025449 -6.538297 -0.046 0.992 0.874 0.000
C 1.862998 -2.361739 -2.201757 0.052 -0.173 -0.466 -0.002
C -2.482772 2.469571 -9.441377 1.144 -0.545 0.088 0.000
C -0.046162 -1.615669 -3.822317 -0.070 -3.316 0.159 -0.003
C -5.506162 -1.717379 -0.331997 -1.027 -1.245 0.747 0.000
C 3.925738 4.462531 1.470753 -0.723 0.344 -0.016 -0.002
H 0.361658 4.626751 -1.776407 0.081 0.099 0.295 -0.005
H -5.965492 -6.079379 4.888593 -0.065 0.544 0.884 0.000
H -5.404212 0.695951 6.432543 0.028 -0.181 0.542 0.000
H -10.767512 -6.437179 2.977163 -0.127 -0.119 0.027 0.000
H -3.090972 2.656751 -3.281507 0.388 -0.043 0.078 0.000
H 0.232148 3.034571 -5.158927 0.254 -0.486 0.005 0.000
H 5.918348 1.980891 -8.076227 -0.278 -0.216 0.199 0.000
H -1.960772 0.574611 -2.458387 0.225 -0.179 0.335 -0.001
H 2.706568 6.225141 0.826053 -0.127 -0.017 -0.164 0.001
H 0.661388 2.333961 -2.682977 0.234 -0.084 0.095 -0.001
H 0.850238 6.681281 4.274463 -0.569 -0.262 -0.325 0.000
H 1.796798 -2.710119 -4.346907 0.066 0.062 -0.004 0.000
H 7.506548 0.584281 -2.379987 0.208 -0.720 0.076 0.000
H -2.769052 0.487981 -8.859037 -0.012 -0.363 0.573 0.000
H 3.781508 -2.345479 1.827373 -0.089 -0.712 -0.141 0.000
H -0.417942 7.738561 1.896883 -0.187 -0.027 0.222 0.000
H 2.451998 -2.867139 -6.991507 0.496 -1.092 0.166 0.000
H 0.603978 2.682951 7.576663 0.114 0.212 -0.127 0.000
H -6.460722 -5.563969 9.324133 0.219 0.051 -0.178 0.000
H -5.889632 -3.871299 9.315113 -0.242 -0.074 0.451 0.000
H 6.622688 3.390891 -8.687927 0.271 0.559 0.611 0.000
H 6.892718 -1.006309 -0.198107 0.083 0.343 0.077 0.000
H 8.863088 2.508221 -7.359357 -0.217 0.457 -0.107 0.000
H 3.076618 -1.285419 2.972553 -1.012 -0.121 -0.004 0.000
H 3.590098 9.508731 5.852603 0.022 -0.159 -0.089 0.000
H -1.069422 0.848671 -8.933487 0.100 0.194 -0.168 0.000
H 2.640488 -3.099979 -2.005287 0.014 -0.046 -0.079 0.000
H 0.008238 1.104301 7.412213 0.541 -0.500 -0.613 0.000
H 1.034748 2.767481 2.781703 -0.086 -0.171 -0.083 0.035
H -5.302472 1.982371 -2.454957 0.048 0.088 -0.122 0.000
H -7.451402 -2.886639 -0.128947 0.009 0.578 0.236 0.000
H -8.534472 -5.610649 4.992883 -0.137 0.681 -0.246 0.000
H -3.882772 -5.810049 1.596163 0.363 0.359 -0.277 0.000
H 4.805228 -0.963719 -6.591637 0.296 0.378 -0.121 0.000
H 9.260508 -0.380329 -3.362727 0.483 0.508 0.297 0.000
H -1.654302 -2.175129 0.524413 -0.244 0.017 -0.153 -0.002
H -6.208972 -3.803479 -0.772877 0.284 0.420 -0.801 0.000
H 2.376298 1.690131 -0.874717 0.187 0.709 0.402 0.010
H -2.519762 -6.860669 1.172493 -0.151 -0.318 0.270 0.000
H 1.976758 -6.717479 3.171483 0.457 0.239 -0.715 0.000
H -3.785092 0.425331 -0.362077 0.616 -0.283 -0.579 0.000
H 0.377948 -5.422369 1.283103 0.490 0.155 0.042 0.000
H -0.626972 -1.858459 -4.712157 0.356 -0.632 -0.297 0.000
H -0.566102 6.434261 -2.774057 0.060 0.050 -0.262 0.000
H -3.572822 -6.704509 -2.562297 -0.653 0.468 -0.497 0.000
H -8.119512 -4.278599 7.804583 0.093 0.047 0.627 0.000
H 2.359248 3.445161 3.680763 0.218 0.262 -0.235 -0.001
H 4.373898 4.716721 2.431293 -0.858 0.111 0.484 0.000
H -2.598002 2.120041 -10.467367 -0.323 0.249 0.016 0.000
H 0.823878 0.440461 2.450233 0.226 0.108 -0.092 -0.005
H 6.114818 1.010071 -3.259667 0.242 -0.386 -0.995 0.000
H -2.564762 -4.686589 -1.905927 0.199 0.131 -0.201 0.000
H -6.956632 -2.203369 7.406833 -0.217 -0.043 0.195 0.000
H 6.517438 5.888641 -0.184747 0.113 1.305 -0.203 0.000
H 0.181578 0.832211 -0.568597 -0.378 -0.439 -0.400 0.126
H -4.347912 -7.717629 -1.487477 -0.788 -0.128 -0.168 0.000
H 3.011708 5.445621 5.011513 -0.231 -0.664 -0.552 0.000
H 5.099028 6.991631 0.370203 0.096 -0.300 -0.350 0.000
H -0.550282 3.687021 4.714783 -0.058 0.209 -0.315 0.000
H -4.509422 -1.466149 5.087363 -0.191 0.071 0.000 0.000
H 6.606178 -3.286809 -5.881827 0.436 -0.241 -0.379 0.000
H 2.781768 -4.724979 1.737343 -0.052 -0.145 -0.248 0.000
H 0.610928 -0.877219 1.285903 -0.056 -0.028 -0.020 -0.001
H 2.846278 1.401021 0.893623 -0.250 0.476 -0.090 0.001
H 8.222378 1.770561 -8.827567 0.643 -0.102 0.028 0.000
H -0.541752 -3.186779 -0.334077 0.020 -0.377 -0.169 -0.002
H -2.831172 3.282171 2.299063 -0.494 0.246 0.499 0.001
H -2.159002 -0.616339 4.600723 -0.841 0.536 -0.619 0.000
H 2.635088 -2.822709 -8.751927 -0.243 -0.256 0.129 0.000
H -2.359472 7.310711 0.914533 -0.712 -0.101 -0.707 0.000
H -0.983432 2.370621 6.982153 -0.144 0.445 -0.640 0.000
H 5.464828 -1.489629 -3.594457 -0.352 0.394 -0.320 0.000
H -1.642832 6.540611 -0.595817 -0.342 -0.531 0.361 0.000
H -8.019912 -7.104589 4.533283 0.533 -0.220 -0.276 0.000
H 0.539908 7.446151 0.562863 0.330 -0.555 -0.385 0.000
H -4.479642 -5.544669 -0.750957 -0.070 0.314 0.333 0.000
H -2.279902 -1.844369 5.632683 0.132 -0.903 0.069 0.000
H -1.480542 -5.599399 -0.781587 0.529 0.134 -0.316 0.000
H 9.600478 -1.249589 -5.674057 -0.164 -0.407 -0.288 0.000
H -6.039512 2.854571 4.570283 -0.330 -0.915 -0.260 0.000
H -5.118102 -4.940479 8.248713 0.026 -0.587 0.017 0.000
H -5.873292 -6.014289 3.313093 -0.547 0.314 -0.982 0.000
H -6.920482 -1.815879 5.210983 -0.107 0.143 -0.457 0.000
H -1.367072 -3.373319 3.975933 0.553 -0.073 -0.343 0.000
H 5.272698 -0.738279 0.432373 0.035 0.090 0.156 0.000
H 9.009068 0.325061 -7.130667 0.034 -0.465 0.323 0.000
H 6.399598 1.007831 -5.558477 -0.066 0.086 -0.247 0.000
H -7.886812 -6.549209 2.200223 0.161 0.223 -0.589 0.000
H 0.051308 1.442361 4.848913 0.277 -0.480 -0.328 0.000
H -4.263082 -7.379029 1.149223 0.216 -0.410 -0.640 0.000
H 11.699208 -0.983399 -2.701177 -0.702 0.112 0.412 0.000
H 5.673898 1.103881 -1.078387 -0.534 0.028 0.296 0.000
H -4.858972 2.776431 7.336983 -0.267 -0.237 0.478 0.000
H 3.601348 9.089821 4.124803 0.825 -0.427 0.086 0.000
H 1.266608 -2.290139 -1.292207 -0.413 -0.130 -0.097 0.005
H 1.045308 -4.577909 4.900053 0.163 0.691 -0.066 0.000
H 4.851608 -3.718789 -7.678187 -0.539 -0.299 -0.586 0.000
H 4.649258 4.488961 -0.464347 0.246 -0.052 -0.523 0.000
H 11.332058 0.761751 -4.729177 0.078 0.063 0.859 0.000
H -0.149722 -6.698059 2.281443 -0.208 0.008 0.356 0.000
H 7.423738 -0.089919 -7.700097 -0.207 0.136 -0.231 0.000
H -4.949522 1.621401 -0.349497 0.042 0.361 0.172 0.000
H -5.754012 -1.259029 -1.289387 -0.230 -0.105 0.161 0.000
H -2.943732 1.614861 1.809673 -0.004 0.098 -0.209 0.003
H -0.629772 8.623891 -1.364527 -0.077 -0.318 -0.065 0.000
H 2.365128 -1.397729 -2.283357 0.127 0.048 -0.136 0.000
H -5.393332 4.201631 6.581833 -0.459 0.007 -0.322 0.000
H 2.162398 9.332781 4.855673 -0.477 -0.189 0.542 0.000
H -3.404162 2.903281 -9.052737 0.068 -0.003 -0.164 0.000
H -7.691352 -2.988809 2.414963 -0.223 -0.466 0.104 0.000
H -1.669092 3.194501 -9.463977 -0.234 0.366 0.056 0.000
H 6.478658 3.115921 -6.837777 -0.363 0.627 -0.338 0.000
H -0.516572 -4.988549 2.686833 0.183 0.002 0.335 0.000
H 2.332758 7.290621 6.304863 -0.450 -0.215 -0.214 0.000
H -5.687822 -1.001739 0.469853 -0.061 0.252 -0.116 0.000
H -0.383672 4.936881 0.703873 -0.531 -0.228 0.100 0.001
H -6.471452 -4.831269 1.068743 -0.383 0.022 0.371 0.000
H -6.278732 -2.099439 2.481353 0.330 0.196 0.078 0.000
H -6.428562 0.628051 5.139403 -0.532 -0.090 0.064 0.000
H -9.913032 -7.949259 3.137823 0.732 0.213 0.487 0.000
H 1.441078 4.511571 -3.081457 -0.142 -0.043 -0.580 0.000
H -0.805672 -1.673869 -3.042657 0.104 0.032 0.359 0.002
H 1.702228 1.784431 5.461193 -0.034 -0.122 0.055 0.000
H 4.522168 -0.031429 -1.875097 -0.064 0.346 -0.360 0.000
H 8.993488 -2.831079 -4.993667 0.303 -0.076 -0.508 0.000
H 11.704708 -2.243119 -3.809517 -0.376 -0.197 -0.405 0.000
H -4.433892 -1.913169 -0.331427 0.044 -0.359 0.028 0.000
H -1.872722 -2.412319 -1.231617 -0.172 -0.113 -0.058 0.000
H -1.503592 5.291301 -3.740317 -0.004 -0.039 0.041 0.000
H -4.834552 0.443641 4.895403 0.459 -0.263 -0.374 0.000
H 6.815408 -2.107839 -2.880177 0.728 0.383 0.355 0.000
H -2.750842 2.119401 -6.649277 -0.408 -0.485 -0.138 0.000
H 3.682318 3.400171 1.455403 0.212 -0.154 0.247 0.000
H 9.355458 -1.924189 -2.672297 -0.180 -0.619 -0.343 0.000
H 2.066748 4.612271 0.289403 0.420 0.152 -0.629 -0.008
H -8.160992 -3.044249 5.280063 -0.084 -0.131 -0.060 0.000
H 2.504828 0.147681 -0.245917 -0.153 -0.393 0.247 0.003
H -1.816262 2.024401 3.031383 0.163 0.203 0.520 -0.002
H 6.953628 -2.202999 -7.311287 0.872 -0.136 0.404 0.000
H 6.171968 6.100251 1.506053 0.251 0.856 0.058 0.000
H 3.581768 -4.932569 3.209533 0.024 0.487 0.726 0.000
H 0.012858 5.937571 -4.397917 -0.301 0.282 0.024 0.000
H 12.812108 -0.296909 -4.569357 -0.033 0.571 -0.463 0.000
H -8.814392 -5.057159 2.405993 -0.290 -0.040 -0.055 0.000
H -1.441342 3.151071 -4.783127 -0.177 -0.208 0.057 0.000
H -3.308012 2.122751 -0.738137 0.142 -0.011 0.222 0.002
H -5.544772 -3.005089 6.880773 0.356 -0.086 -0.032 0.000
H 8.043098 1.175931 -4.970147 0.099 -0.129 0.151 0.000
H -1.076642 5.536421 2.301863 -0.259 -0.546 -0.183 0.001
H -4.908022 0.320571 -2.591547 0.008 -0.156 0.001 0.000
H -3.793182 3.723311 4.509873 -0.368 0.094 -0.414 0.000
H 5.769868 3.914181 0.738593 0.514 0.350 -0.120 0.000
H 5.077068 -2.249299 -8.638807 -0.302 -0.081 -0.225 0.000
H -3.895162 1.712291 -4.475587 -0.430 -0.197 0.177 0.000
H -4.263352 -1.442269 3.330553 -0.005 0.018 -0.114 0.000
H 1.838458 -5.960919 5.256803 0.536 -0.170 0.339 0.000
H -7.021782 -5.201859 6.891233 -0.054 -0.041 -0.436 0.000
H -1.735602 -0.538119 -6.245547 -0.883 0.194 -0.142 0.000
H -2.667232 -0.417399 -3.683207 -0.314 0.053 -0.207 0.000
H -10.022192 -7.221939 1.608423 -0.097 0.237 -0.115 0.000
H -0.735432 0.262621 1.679263 -0.149 -0.436 0.170 0.005
H -2.352522 8.985551 -1.062617 -0.032 -0.488 -0.196 0.000
H -1.170642 9.462391 0.051733 0.170 -0.032 0.232 0.000
H 1.799118 7.372191 2.976103 -0.325 0.117 -0.205 0.000
H -6.638172 2.939981 6.967343 0.143 0.194 0.155 0.000
H -3.163272 2.383471 5.379083 0.206 -0.095 0.487 0.000
H 0.902818 4.255581 5.493573 0.077 0.094 -0.059 0.001
H -4.080912 -3.890899 5.174593 0.067 -0.056 0.220 0.000
H -0.963332 2.741161 -2.282417 -0.306 0.425 -0.110 -0.002
H -1.856452 -2.281789 2.650613 -0.005 -0.317 -0.181 0.000
H 0.580648 -3.646449 -3.526147 0.302 -0.200 0.376 0.000
H -4.985012 -4.007619 1.319873 0.258 0.339 -0.018 0.000
H 2.581878 -1.462449 -7.732287 1.182 0.903 -0.390 0.000
H 3.996328 7.212361 6.048193 0.197 -0.352 -0.244 0.000
H 11.477108 -0.623369 -5.696387 0.442 -0.190 -0.218 0.000
H 0.720828 0.105401 -2.965587 0.330 0.205 0.156 0.001
H 5.610648 -2.008569 -0.691997 -0.333 0.070 -0.647 0.000
H -0.535762 -1.753609 3.619273 0.295 -0.578 0.299 0.000
H 0.279438 -5.996449 4.822143 -0.370 -0.405 -0.008 0.000
H -3.937772 -3.975129 3.458283 -0.033 -0.021 -0.242 0.000
H 1.340908 -0.161719 -4.575077 -0.045 -0.043 -0.256 0.000
H -1.143782 2.372201 -7.171237 0.218 0.193 0.480 0.000
H 4.455238 -2.356459 -5.684177 -0.046 -0.346 0.189 0.000
H 3.782068 6.400171 3.745343 0.185 0.023 0.118 0.000
H 4.022938 -2.502549 3.618243 0.597 -0.257 -0.357 0.000
H -2.784762 -7.718439 -1.684787 0.865 -0.360 0.530 0.000
H -0.312692 0.206451 -6.606637 0.336 0.255 -0.626 0.000
```
Forces are in eV/Å.

Its expectation value of S² is 0.75. Its multiplicity is 2. For the total energy, the calculation gives -134695.7762 eV. The lowest unoccupied orbital energy (alpha / beta) is -12.3 / -14.2 eV. The net charge is +7.